DFT (the ωB97M-V functional and the def2-TZVPD basis) results for a structure of composition C46H46N5O3PSeV in a non-equilibrium geometry.

F_max = 1.49 eV/A
Energy above the lowest of the compared OMol25 structures with the same formula, charge and spin = 8.2672 eV
2S+1 = 3
LUMO (spin up / spin down) = -2.64 / -2.47 eV
Total charge = +1
HOMO-LUMO gap (spin up / spin down) = 7.76 / 8.17 eV

Positions of all 103 atoms, in Å:
V 0.021 -0.617 -0.187
O 0.882 -4.500 -0.709
C 0.902 -3.299 -0.579
N 0.132 -2.518 0.283
C -1.183 -3.057 0.646
C -2.202 -2.428 -0.296
C -3.458 -2.939 -0.557
C -4.262 -2.317 -1.494
C -3.802 -1.189 -2.161
C -2.554 -0.713 -1.844
N -1.769 -1.314 -0.927
C 1.815 -2.333 -1.322
C 3.117 -2.496 -1.517
C 4.099 -1.364 -1.339
C 4.456 0.577 -2.290
C 2.979 0.557 -2.459
N 1.083 -1.107 -1.539
H -1.194 -4.141 0.535
H -1.429 -2.817 1.681
H -3.790 -3.830 -0.038
H -5.244 -2.717 -1.718
H -4.397 -0.693 -2.914
H -2.145 0.163 -2.329
H 3.497 -3.506 -1.392
H 4.542 -1.667 -0.393
H 4.953 1.537 -2.291
H 2.584 1.568 -2.382
O 2.319 -0.255 -4.612
C 2.152 -0.209 -3.437
O 0.993 -0.768 -2.921
C 3.526 0.048 -1.188
C 5.258 -0.724 -2.162
C 6.276 -0.281 -1.099
C 5.998 0.281 0.098
C 4.700 0.594 0.777
C 3.491 0.533 0.204
P 1.854 0.661 1.023
C 1.667 2.463 1.243
C 2.390 3.183 2.194
C 2.322 4.570 2.222
C 1.549 5.252 1.288
C 0.836 4.545 0.331
C 0.891 3.156 0.317
C 2.126 -0.022 2.695
C 1.576 0.570 3.830
C 1.735 -0.022 5.078
C 2.414 -1.226 5.195
C 2.931 -1.843 4.061
C 2.785 -1.245 2.818
H 5.694 -1.221 -3.026
H 7.326 -0.370 -1.359
H 6.865 0.537 0.696
H 4.786 0.862 1.827
H 3.010 2.664 2.914
H 2.884 5.121 2.966
H 1.514 6.334 1.301
H 0.237 5.072 -0.401
H 0.322 2.611 -0.426
H 1.049 1.513 3.748
H 1.330 0.464 5.960
H 2.544 -1.684 6.168
H 3.451 -2.789 4.145
H 3.185 -1.737 1.938
C -4.433 -1.707 2.866
C -4.226 -1.229 4.303
C -2.910 -1.699 4.914
C -1.660 -1.111 4.271
N -1.646 0.364 4.290
C -1.688 1.171 3.214
Se -1.721 0.612 1.442
N -1.751 2.441 3.633
C -1.804 3.636 2.772
C -3.172 3.911 2.169
C -4.316 4.116 3.166
C -4.877 2.821 3.767
C -1.722 2.465 5.032
C -1.775 3.519 5.935
C -1.723 3.192 7.278
C -1.616 1.857 7.702
C -1.577 0.813 6.796
C -1.649 1.149 5.449
H -5.426 -1.436 2.501
H -4.342 -2.798 2.805
H -3.704 -1.265 2.180
H -5.039 -1.604 4.928
H -4.286 -0.135 4.348
H -2.829 -2.787 4.821
H -2.908 -1.480 5.983
H -1.575 -1.406 3.230
H -0.766 -1.457 4.782
H -1.062 3.506 1.990
H -1.485 4.471 3.394
H -3.430 3.098 1.486
H -3.048 4.810 1.559
H -5.124 4.624 2.637
H -4.000 4.798 3.964
H -5.020 2.065 2.989
H -5.846 2.999 4.236
H -4.228 2.395 4.536
H -1.853 4.549 5.612
H -1.763 3.982 8.017
H -1.565 1.640 8.761
H -1.484 -0.212 7.128